Molecular formula: C27H69F4N11O6P5
Method: DFT, ωB97M-V with the def2-TZVPD basis set

Structure (XYZ):
```
122
Properties=species:S:1:pos:R:3:forces:R:3
C -4.627826 0.413074 0.851751 -0.97 1.03 -0.30
C -5.904563 0.587493 1.818199 1.34 -0.09 0.05
P -7.349673 1.035752 0.712878 0.13 -0.34 -1.37
C -7.790353 2.844918 0.799082 0.78 1.34 0.77
C -6.517449 3.631096 0.211658 0.33 -1.60 0.01
C -8.828432 -0.075197 0.962828 -2.48 0.20 2.58
C -10.064204 0.070095 1.686535 2.62 -0.41 -1.07
C -10.491968 1.287011 2.545943 -1.04 -1.16 0.37
F -9.466224 1.903827 3.188567 -0.95 -0.72 -1.11
F -11.328752 0.768265 3.551672 0.73 0.50 -1.04
C -11.403384 2.256896 1.679985 -0.46 0.63 0.41
F -11.391738 1.826866 0.360598 0.35 0.88 1.16
F -10.960674 3.553697 1.822372 -0.32 -1.57 -0.67
N -10.814490 -1.103515 1.462648 1.46 -0.23 -0.93
C -10.102447 -1.958714 0.678383 0.25 0.87 0.47
N -8.908310 -1.368538 0.381552 -0.55 1.05 0.36
P -7.620331 -2.062874 -0.575639 2.13 -2.98 -2.48
O -7.997007 -3.399942 -1.094104 -0.77 1.41 1.12
O -7.261292 -1.102271 -1.843696 0.18 -0.59 2.83
O -6.332603 -2.274797 0.446431 -1.88 0.95 -1.05
H -3.850597 -0.243948 1.303260 -0.63 0.54 -0.43
H -4.227781 1.448234 0.652643 -0.08 -1.16 0.23
H -4.975868 0.053157 -0.155347 0.69 0.00 1.07
H -5.624901 1.409608 2.534009 -0.74 -0.87 -0.42
H -6.025965 -0.383974 2.355410 -0.37 0.94 -0.30
H -8.661779 3.128781 0.153302 0.58 -0.70 0.75
H -7.902171 3.221145 1.852420 -0.41 -0.45 -1.04
H -6.785800 4.629336 -0.201991 0.19 -0.85 0.40
H -6.090935 2.950488 -0.582902 -0.32 1.14 0.40
H -5.700385 3.709470 0.982967 -0.96 0.16 -0.67
H -12.471199 2.206497 2.017244 1.01 0.05 -0.14
H -11.746407 -1.354817 1.794391 0.36 0.40 0.07
H -10.425067 -2.972751 0.359232 0.40 1.01 0.22
H -6.352646 -0.737734 -1.735131 -0.48 0.18 -0.29
H -6.288929 -3.250265 0.549723 0.08 0.48 -0.12
O -3.355195 -0.096607 -2.787864 2.39 -3.50 0.38
P -2.594905 -0.007934 -4.110538 -3.78 7.46 -1.40
N -1.885185 1.535206 -3.755466 0.78 0.18 0.49
C -1.579113 2.589490 -4.710093 0.07 0.04 -0.41
C -0.857603 1.481213 -2.704907 -0.16 -0.23 0.37
N -4.046878 0.215819 -5.037683 -0.54 -0.22 -0.11
C -4.280540 1.315643 -5.960982 0.32 -0.26 -0.71
C -5.303617 -0.060181 -4.353360 0.05 -0.38 0.36
N -1.682095 -0.103988 -5.621674 0.37 -3.75 1.00
C -2.134665 -1.254059 -6.461721 -0.38 -0.10 -0.56
C -0.228747 -0.359175 -5.452170 0.52 0.55 0.21
H -0.781453 2.347988 -5.421055 0.04 -0.03 -0.08
H -1.256171 3.493354 -4.184835 0.01 -0.25 0.25
H -2.450933 2.903060 -5.276669 -0.03 -0.24 -0.07
H 0.030798 0.922842 -3.019225 0.16 0.15 0.11
H -1.243538 0.995276 -1.807901 -0.10 -0.05 -0.06
H -0.526272 2.477297 -2.406633 -0.10 -0.02 -0.15
H -4.458644 2.259504 -5.435984 0.03 0.06 0.01
H -5.163914 1.114299 -6.577630 -0.01 -0.09 0.18
H -3.465307 1.432822 -6.675377 0.13 0.10 0.24
H -5.557812 0.738648 -3.643184 -0.07 0.01 0.08
H -5.254283 -1.007806 -3.813959 0.04 0.17 -0.01
H -6.135256 -0.161259 -5.053728 0.18 0.15 -0.27
H -2.010558 -2.202458 -5.929467 0.12 -0.04 -0.18
H -1.561858 -1.295915 -7.390910 0.21 0.10 0.21
H -3.175944 -1.176371 -6.763390 0.02 0.20 0.29
H -0.044029 -1.212026 -4.791770 0.12 -0.01 -0.17
H 0.304313 0.503264 -5.057273 -0.25 0.06 0.18
H 0.242464 -0.559279 -6.416500 -0.29 -0.08 0.00
O 2.007313 2.412979 -0.930470 -0.45 -4.33 0.17
P 3.181323 2.091039 -0.013965 1.42 8.32 0.79
N 2.556896 3.007919 1.328067 -0.68 -0.25 0.86
C 3.335171 3.739911 2.315135 0.36 -0.01 0.17
C 1.378808 2.400080 1.953883 -0.27 -0.09 -0.39
N 4.284926 3.076768 -0.920488 0.21 0.13 -0.54
C 5.102435 4.137134 -0.352344 0.69 -0.42 0.28
C 3.841574 3.526360 -2.242190 -0.34 -0.38 -0.14
N 4.537067 1.534288 0.974405 -0.69 -3.31 -1.80
C 5.555063 0.818912 0.146398 0.70 0.12 -0.24
C 4.181695 0.531547 2.008976 -0.30 0.10 0.73
H 3.939750 3.113093 2.980011 0.09 -0.06 0.03
H 2.673136 4.322905 2.963474 -0.21 -0.18 -0.17
H 3.989278 4.478824 1.862946 0.08 -0.19 -0.14
H 1.610941 1.452145 2.455102 -0.10 0.00 0.18
H 0.609243 2.191850 1.208844 0.09 0.01 -0.11
H 0.929749 3.061555 2.698710 0.17 0.10 -0.09
H 4.507749 5.020375 -0.097934 -0.02 0.05 0.04
H 5.866596 4.455259 -1.070503 -0.17 -0.07 -0.09
H 5.664979 3.800577 0.519369 -0.25 0.01 0.12
H 3.098555 4.328672 -2.167456 -0.06 -0.02 -0.07
H 3.411648 2.703783 -2.815157 -0.09 0.15 0.15
H 4.678163 3.898585 -2.837377 0.22 0.01 0.29
H 5.115347 -0.051527 -0.351255 0.16 -0.09 0.11
H 6.386290 0.482796 0.770983 -0.28 -0.07 0.21
H 5.999691 1.449748 -0.618924 -0.33 0.17 0.06
H 3.598286 -0.291209 1.582657 0.15 -0.09 0.13
H 3.618386 0.959353 2.836501 -0.17 0.22 -0.22
H 5.076940 0.113174 2.475741 0.09 0.06 -0.34
O 7.260208 -1.769301 2.775286 -0.18 1.60 4.22
P 7.875516 -3.002450 3.421923 1.28 -3.07 -7.97
N 9.379148 -2.841365 2.561061 0.98 0.46 0.26
C 10.230278 -3.923690 2.091040 0.09 -0.37 0.10
C 10.194981 -1.708898 3.014678 -0.32 0.38 0.00
N 6.819879 -4.068115 2.549445 -0.68 -0.23 0.01
C 7.273976 -5.161982 1.705994 -0.01 -0.60 0.49
C 5.652767 -3.444603 1.913154 0.02 0.28 0.23
N 8.521174 -4.389316 4.309576 -1.89 1.56 2.97
C 7.455568 -5.074628 5.100719 -0.38 -0.56 -0.05
C 9.539256 -4.049061 5.335383 0.71 0.17 -0.16
H 10.707832 -4.510145 2.883890 0.02 -0.08 0.07
H 11.042241 -3.526396 1.474151 -0.14 0.27 0.13
H 9.704384 -4.610591 1.435217 -0.16 -0.02 0.18
H 10.568043 -1.842606 4.037272 0.20 0.07 -0.01
H 9.616081 -0.784668 3.000336 -0.11 -0.07 -0.01
H 11.061823 -1.550838 2.369372 -0.12 -0.17 -0.07
H 7.708315 -4.801996 0.767930 0.06 0.00 -0.04
H 6.434149 -5.816481 1.445792 -0.06 0.19 0.03
H 7.981985 -5.811941 2.221314 0.16 0.22 -0.03
H 5.943098 -2.878251 1.020525 -0.08 0.09 0.00
H 5.139716 -2.773338 2.603097 0.18 0.02 -0.15
H 4.908766 -4.184848 1.610074 0.27 -0.33 0.07
H 7.001030 -4.389972 5.823989 0.06 -0.16 0.13
H 7.871111 -5.929130 5.639934 0.24 0.21 0.01
H 6.659688 -5.478904 4.480546 0.14 0.26 -0.21
H 9.193199 -3.248077 5.996221 0.09 -0.16 0.11
H 10.489173 -3.748064 4.898475 -0.16 0.14 -0.23
H 9.778708 -4.922278 5.945537 -0.28 -0.01 -0.10
```
Forces are in eV/Å.

## Properties
* HOMO-LUMO gap: 6.0 eV
* charge: +1